{"formula": "C21H71F2N3O16", "method": "ωB97M-V with the def2-TZVPD basis set", "total_charge": 0, "lumo_ev": 0.3593, "total_energy_ev": -65588.5954, "species": ["C", "C", "F", "C", "C", "F", "O", "C", "O", "C", "C", "N", "N", "N", "H", "H", "H", "H", "H", "H", "H", "H", "H", "H", "H", "H", "H", "H", "H", "C", "O", "H", "H", "H", "H", "C", "O", "H", "H", "H", "H", "C", "O", "H", "H", "H", "H", "C", "O", "H", "H", "H", "H", "C", "O", "H", "H", "H", "H", "C", "O", "H", "H", "H", "H", "C", "O", "H", "H", "H", "H", "C", "O", "H", "H", "H", "H", "C", "O", "H", "H", "H", "H", "C", "O", "H", "H", "H", "H", "C", "O", "H", "H", "H", "H", "C", "O", "H", "H", "H", "H", "C", "O", "H", "H", "H", "H", "C", "O", "H", "H", "H", "H"], "xyz": [[4.93280, 0.52412, 1.02057], [4.41881, -0.85165, 0.61894], [5.08251, -1.81659, 1.43503], [2.93199, -1.09698, 0.83170], [2.00115, -0.08302, 0.19642], [1.72586, 0.94057, 1.08058], [2.55146, 0.58103, -0.93301], [2.45706, -0.08834, -2.10194], [2.03539, -1.21618, -2.15690], [2.82135, 0.74923, -3.29565], [4.22326, 1.40611, -3.19777], [4.26224, 2.63604, -2.41783], [5.11668, 0.45393, -2.50893], [4.62802, 1.72463, -4.55819], [5.40222, 0.45108, 2.00345], [5.67849, 0.87971, 0.30509], [4.12956, 1.26208, 1.05626], [4.69859, -1.11544, -0.40425], [2.67090, -2.06807, 0.40088], [2.71600, -1.14162, 1.90372], [1.06256, -0.56106, -0.08598], [2.06013, 1.52715, -3.40778], [2.79928, 0.09440, -4.16826], [4.48031, 2.40412, -1.45523], [3.35638, 3.08807, -2.40270], [5.31783, -0.33073, -3.11753], [5.98910, 0.91861, -2.28110], [5.53734, 2.17818, -4.53718], [4.70402, 0.86977, -5.09865], [2.22083, 2.97947, -7.04763], [1.90998, 1.74096, -6.41187], [3.24568, 2.90189, -7.40152], [1.56270, 3.16255, -7.89644], [2.15943, 3.81146, -6.34034], [1.00471, 1.79419, -6.09410], [-2.06806, -0.73347, -0.63917], [-1.01406, -1.69216, -0.56832], [-2.24117, -0.38178, 0.37470], [-1.79488, 0.11823, -1.26878], [-2.99048, -1.18070, -1.01450], [-0.83784, -2.02210, -1.45450], [-3.83617, -1.83021, 2.65278], [-4.65373, -0.83397, 2.04636], [-2.80294, -1.59614, 2.41152], [-3.95378, -1.81791, 3.73956], [-4.07354, -2.82903, 2.27740], [-5.57655, -1.01937, 2.26036], [-4.05816, 1.01184, 5.46851], [-4.37264, 1.80050, 4.33329], [-4.32687, 1.57161, 6.36395], [-4.61907, 0.07177, 5.45287], [-2.98655, 0.79331, 5.50550], [-4.11876, 1.30251, 3.54376], [6.12732, -5.22451, 1.31074], [4.95726, -4.93244, 0.55608], [6.37104, -6.26972, 1.13740], [6.96785, -4.60323, 0.99280], [5.95260, -5.07100, 2.37805], [4.74261, -4.00543, 0.71009], [-1.11614, -4.25330, 4.94456], [-1.43312, -3.42186, 3.83194], [-1.38719, -3.69973, 5.84027], [-1.67949, -5.18947, 4.92189], [-0.04651, -4.47505, 4.97929], [-1.19582, -3.89242, 3.02761], [2.48339, 1.86219, -10.90413], [1.38909, 1.90819, -9.99936], [2.85832, 2.87865, -11.00049], [3.29018, 1.22660, -10.52917], [2.17913, 1.50836, -11.89270], [1.04764, 1.01623, -9.89349], [8.07847, 3.51581, -6.51606], [7.53153, 2.60193, -5.57135], [7.36623, 4.33071, -6.61590], [9.03320, 3.92292, -6.17482], [8.21700, 3.04781, -7.49366], [8.14881, 1.87245, -5.46852], [-8.56575, -0.94514, 1.05688], [-7.60018, -0.95928, 2.11031], [-8.23716, -1.67043, 0.31691], [-9.55174, -1.23767, 1.42486], [-8.62829, 0.04003, 0.59347], [-7.87278, -0.31967, 2.77441], [1.76597, -4.52800, -0.85810], [2.43108, -5.76087, -1.07287], [0.70788, -4.69125, -1.05676], [1.86902, -4.19339, 0.18057], [2.12631, -3.73844, -1.52283], [3.36752, -5.61980, -0.88876], [-2.15461, 3.32784, 2.29619], [-2.31275, 1.94358, 2.00011], [-3.14923, 3.75466, 2.39178], [-1.62350, 3.47321, 3.23997], [-1.61890, 3.84870, 1.49795], [-1.43601, 1.55619, 1.92073], [-9.45878, 3.38841, -0.49901], [-8.93752, 2.06587, -0.57126], [-10.52671, 3.31864, -0.69060], [-9.30809, 3.82849, 0.48987], [-9.01024, 4.03999, -1.25286], [-7.98949, 2.11266, -0.41475], [-0.72463, -1.03818, 7.34514], [0.13327, -2.07856, 7.80369], [-1.67213, -1.13338, 7.86962], [-0.29414, -0.05729, 7.56335], [-0.90210, -1.12520, 6.26917], [0.96942, -1.99224, 7.33836], [-7.33026, 1.52206, 8.07906], [-7.20961, 2.64196, 7.21137], [-8.04831, 1.78963, 8.85046], [-7.69975, 0.64340, 7.54333], [-6.37578, 1.28295, 8.55636], [-6.58480, 2.41414, 6.51562]]}


{"formula": "C21H74N18O16", "method": "ωB97M-V with the def2-TZVPD basis set", "total_charge": 0, "lumo_ev": -0.1574, "total_energy_ev": -82555.5983, "species": ["C", "C", "O", "H", "H", "H", "H", "H", "H", "C", "C", "O", "H", "H", "H", "H", "H", "H", "C", "C", "O", "H", "H", "H", "H", "H", "H", "C", "C", "O", "H", "H", "H", "H", "H", "H", "C", "C", "O", "H", "H", "H", "H", "H", "H", "C", "O", "N", "N", "H", "H", "H", "H", "C", "O", "N", "N", "H", "H", "H", "H", "C", "O", "N", "N", "H", "H", "H", "H", "C", "O", "N", "N", "H", "H", "H", "H", "C", "O", "N", "N", "H", "H", "H", "H", "C", "O", "N", "N", "H", "H", "H", "H", "C", "O", "N", "N", "H", "H", "H", "H", "C", "O", "N", "N", "H", "H", "H", "H", "C", "O", "N", "N", "H", "H", "H", "H", "C", "O", "H", "H", "H", "H", "C", "O", "H", "H", "H", "H"], "xyz": [[0.07453, -0.57886, -0.43602], [0.53653, 0.75014, 0.14398], [0.25553, 0.68514, 1.50698], [-1.00847, -0.57686, -0.48802], [0.46653, -1.39086, 0.15298], [0.32953, -0.75586, -1.46402], [-0.00647, 1.47514, -0.41602], [1.59853, 0.82614, -0.02002], [0.27353, 1.63814, 1.84598], [-2.13247, 3.82414, -3.82102], [-2.75747, 2.46814, -3.47102], [-2.14847, 1.93014, -2.37202], [-1.25047, 3.70114, -4.46002], [-1.72747, 4.39014, -2.95202], [-2.79747, 4.55414, -4.22902], [-2.56147, 1.73914, -4.36302], [-3.79847, 2.54514, -3.33502], [-2.19147, 2.55914, -1.69302], [1.25953, 1.95014, -3.04702], [1.24853, 3.32914, -2.47902], [2.52753, 3.87014, -2.42902], [1.88353, 1.32814, -2.49202], [1.61753, 1.92114, -4.05902], [0.26853, 1.39714, -2.88302], [0.88853, 3.18814, -1.43002], [0.59153, 3.99614, -3.02102], [2.80453, 4.09114, -3.33702], [-1.27947, 0.28214, 4.57498], [-1.99747, 1.59214, 4.25798], [-3.22847, 1.43414, 3.72998], [-0.72147, -0.04386, 3.63198], [-1.98547, -0.41686, 4.96898], [-0.53347, 0.38714, 5.39398], [-1.37147, 2.20214, 3.62398], [-2.08347, 2.24814, 5.17198], [-3.06747, 0.93014, 2.93798], [0.54853, -0.43586, -5.55302], [0.08153, -0.94686, -4.24702], [-0.20547, -2.34786, -4.32102], [1.45753, -0.90786, -5.92102], [0.68953, 0.65214, -5.41502], [-0.20247, -0.60486, -6.29002], [-0.88347, -0.44786, -3.94402], [0.83653, -0.80886, -3.51702], [-1.10747, -2.51786, -4.61102], [-2.13247, 3.96614, 0.71998], [-2.09047, 4.02914, -0.70202], [-1.05547, 3.87814, 1.45498], [-3.17547, 3.88514, 1.45198], [-0.17247, 3.86014, 0.92798], [-1.12747, 4.10514, 2.46698], [-4.13947, 3.92614, 0.96298], [-3.13747, 3.78514, 2.45798], [-4.29547, -0.97886, -2.90002], [-5.16447, -0.13686, -3.66102], [-4.46647, -2.27486, -2.82602], [-3.18147, -0.56886, -2.31702], [-5.32647, -2.68986, -3.20702], [-3.77347, -2.85486, -2.34002], [-2.91847, 0.40414, -2.53102], [-2.49647, -1.15786, -1.77302], [1.66653, 2.85114, 4.82098], [1.22053, 2.03714, 3.81098], [1.50953, 2.62214, 6.10098], [2.49553, 3.85414, 4.61198], [0.74353, 1.98314, 6.42398], [2.08653, 3.01514, 6.87998], [2.71753, 4.10214, 3.60698], [2.55153, 4.71014, 5.24298], [3.26953, -1.25886, 2.97898], [3.90853, -2.10886, 3.86698], [1.95953, -1.23286, 2.88198], [3.87753, -0.80486, 1.90598], [1.43653, -1.57386, 3.70898], [1.41053, -0.71986, 2.20298], [4.90753, -0.81386, 2.04198], [3.56953, 0.21714, 1.64998], [3.57253, -0.68486, -1.58102], [4.09653, 0.60714, -1.40402], [3.32453, -1.54786, -0.61002], [3.19153, -1.07486, -2.78002], [3.54053, -1.25586, 0.35998], [3.20953, -2.54686, -0.69502], [3.33653, -0.44986, -3.52502], [2.72853, -1.97586, -3.00502], [-3.71147, -0.10086, 0.89498], [-3.42247, -1.39186, 0.48198], [-4.89847, 0.15814, 1.45398], [-2.88947, 0.88914, 1.02698], [-5.45947, -0.64686, 1.24598], [-5.34147, 1.07914, 1.56998], [-1.91747, 0.79114, 0.81198], [-3.21447, 1.88114, 0.96498], [1.33153, -4.25886, 1.74798], [1.20953, -3.61986, 0.56298], [1.34853, -5.58186, 1.87498], [2.07753, -3.98786, 2.79498], [1.16453, -6.00386, 0.90198], [0.50853, -5.91386, 2.37098], [2.32553, -2.94486, 2.77198], [1.93453, -4.31586, 3.75498], [2.40153, -4.27686, -2.14202], [3.34053, -4.33186, -1.15802], [2.02953, -5.32286, -2.79502], [1.61853, -3.24086, -2.39702], [2.67853, -6.18586, -2.74402], [1.35453, -5.33686, -3.59302], [1.73553, -2.43586, -1.73802], [0.97453, -3.11786, -3.18702], [2.92153, 2.80014, 1.03098], [1.74553, 3.55114, 1.22798], [3.67153, 3.12614, 0.05798], [3.46653, 1.90814, 1.84998], [3.21853, 3.67514, -0.68502], [4.26053, 2.34214, -0.27302], [3.08953, 1.95914, 2.79598], [4.47253, 1.85814, 1.71798], [-1.30347, -3.77686, -1.13602], [-2.68247, -3.64486, -1.44702], [-0.95347, -2.87386, -0.67202], [-0.73147, -3.95986, -2.03502], [-1.21047, -4.52386, -0.37902], [-3.18447, -3.33586, -0.67602], [-1.45247, -2.56786, 2.52498], [-2.42247, -2.73886, 3.57598], [-1.58947, -3.26186, 1.65198], [-0.51447, -2.74286, 2.91298], [-1.55947, -1.56486, 1.96098], [-3.28947, -2.24386, 3.40998]]}


{"formula": "C21H9Cl5N3O8RuS2", "method": "ωB97M-V with the def2-TZVPD basis set", "total_charge": -2, "lumo_ev": [4.0971, 4.1016], "total_energy_ev": -129639.5771, "spin_multiplicity": 2, "s_squared": 0.759, "species": ["Ru", "Cl", "C", "C", "C", "Cl", "C", "Cl", "C", "Cl", "C", "Cl", "O", "S", "O", "O", "C", "C", "C", "C", "C", "C", "S", "O", "O", "O", "H", "H", "H", "H", "O", "C", "O", "C", "C", "C", "C", "C", "C", "H", "H", "H", "H", "H", "N", "C", "N", "C", "N"], "xyz": [[-0.00688, -0.22178, 0.88093], [-1.43797, 2.55241, -0.52378], [-2.35512, 1.72413, 0.67976], [-1.75675, 0.72348, 1.44465], [-2.57458, 0.03090, 2.33110], [-1.88066, -1.28953, 3.20845], [-3.92430, 0.31969, 2.48363], [-4.89833, -0.58566, 3.59137], [-4.49067, 1.33530, 1.72648], [-6.17332, 1.70938, 1.89638], [-3.70523, 2.03917, 0.82357], [-4.41863, 3.29618, -0.12975], [3.99031, -0.93242, -0.22786], [2.93391, -0.31119, 0.53098], [1.95438, 0.42831, -0.28283], [2.24877, -1.19390, 1.47115], [3.75931, 0.86224, 1.60302], [5.14567, 0.89769, 1.54596], [5.86501, 1.71911, 2.40090], [5.19687, 2.50841, 3.32138], [3.81190, 2.47044, 3.39072], [3.08227, 1.64575, 2.54344], [1.28515, 1.71817, 2.72269], [0.74018, 2.07584, 1.41134], [1.09416, 2.71560, 3.74760], [0.78433, 0.38503, 3.08536], [5.63205, 0.26900, 0.81352], [6.94679, 1.74437, 2.34104], [5.75346, 3.15672, 3.98789], [3.26640, 3.08202, 4.09418], [-0.61028, -0.35060, -1.20164], [-1.77703, -0.88323, -1.36392], [-2.63999, -1.08624, -0.52016], [-2.07289, -1.29605, -2.79822], [-1.08808, -1.22545, -3.77818], [-1.35351, -1.67113, -5.06581], [-2.60758, -2.17467, -5.38426], [-3.59479, -2.23954, -4.40766], [-3.32674, -1.80304, -3.11861], [-0.11628, -0.83920, -3.50721], [-0.57689, -1.62710, -5.81968], [-2.81363, -2.52135, -6.39100], [-4.57313, -2.63867, -4.65169], [-4.07453, -1.85311, -2.33781], [1.98407, -2.32298, -3.45102], [1.65309, -2.55037, -2.36317], [1.29341, -2.95721, -1.17820], [0.57414, -2.52823, -0.24960], [-0.14785, -2.30668, 0.67457]]}